Computed, not measured: one molecule with the formula C4H5NO3, with ωB97M-V with the def2-TZVPD basis set.

```
13
Properties=species:S:1:pos:R:3:lowdin_charge:R:1
C 2.191 -0.233 0.108 -0.014
O 1.116 -1.196 -0.247 0.006
C 0.010 -0.574 -0.179 -0.390
C -0.322 0.810 -0.099 -0.031
N -1.724 0.871 -0.303 0.117
C -2.158 -0.459 -0.109 -0.490
O -3.222 -0.909 0.183 0.129
O -1.121 -1.395 -0.233 0.156
H 2.090 0.646 -0.643 0.122
H 1.996 0.130 1.140 0.101
H 3.140 -0.786 0.203 0.098
H 0.325 1.647 0.019 0.092
H -2.322 1.449 0.159 0.105
```

Computed properties:
LUMO = 0.649 eV
HOMO = -8.11 eV
Frontier orbital gap = 8.7597 eV
Structure (SMILES) = COc1c[nH]c(=O)o1
DFT total energy = -435.8489 hartree
Relative energy (zero: lowest compared OMol25 entry of this formula, charge and spin) = 45.0 kcal per mole


Computed, not measured: one molecule with the formula C4H5NO3, with ωB97M-V with the def2-TZVPD basis set.

```
13
Properties=species:S:1:pos:R:3:lowdin_charge:R:1
C 1.648 -0.792 0.126 0.014
C 0.163 -0.326 0.104 -0.240
C -0.961 -0.890 -0.192 0.049
C -2.076 0.004 0.033 -0.411
O -3.252 -0.087 -0.117 0.146
O -1.442 1.228 0.426 0.048
N -0.065 1.027 0.492 -0.122
O 0.522 1.725 -0.554 0.032
H 1.803 -1.811 -0.318 0.098
H 1.983 -0.844 1.164 0.080
H 2.167 0.037 -0.364 0.074
H -1.051 -1.886 -0.571 0.129
H 0.562 2.614 -0.230 0.104
```

Computed properties:
LUMO = 0.456 eV
HOMO = -9.83 eV
Frontier orbital gap = 10.2899 eV
Structure (SMILES) = Cc1cc(=O)on1O
DFT total energy = -435.7910 hartree
Relative energy (zero: lowest compared OMol25 entry of this formula, charge and spin) = 81.3 kcal per mole


Computed, not measured: one molecule with the formula C4H5NO3, with ωB97M-V with the def2-TZVPD basis set.

```
13
Properties=species:S:1:pos:R:3:lowdin_charge:R:1
N -1.046 0.444 1.242 0.183
C -1.119 0.334 -0.098 -0.528
O -2.146 0.157 -0.714 0.068
C 0.256 0.419 -0.774 -0.300
O 1.164 1.229 -0.046 -0.019
C 0.795 -0.995 -0.845 -0.025
C 0.967 -1.690 0.234 -0.184
O 1.105 -2.279 1.227 0.195
H -0.154 0.568 1.696 0.105
H -1.867 0.287 1.809 0.123
H 0.130 0.793 -1.797 0.154
H 0.895 2.152 -0.121 0.107
H 1.020 -1.419 -1.810 0.122
```

Computed properties:
LUMO = 0.487 eV
HOMO = -9.35 eV
Frontier orbital gap = 9.8337 eV
Structure (SMILES) = NC(=O)[C@@H](O)C=C=O
DFT total energy = -435.8813 hartree
Relative energy (zero: lowest compared OMol25 entry of this formula, charge and spin) = 24.6 kcal per mole


Computed, not measured: a 2-piece molecular cluster, C4H5NO3 overall, with ωB97M-V with the def2-TZVPD basis set.

```
13
Properties=species:S:1:pos:R:3:lowdin_charge:R:1
C 0.401 -1.079 -1.350 -0.027
C -0.416 -0.828 -0.125 -0.418
O -1.313 -1.441 0.343 0.122
C -0.514 0.992 0.025 -0.494
O -0.001 1.732 -0.775 0.078
O -1.581 1.345 0.761 0.087
H 0.501 -2.154 -1.492 0.094
H -0.078 -0.607 -2.206 0.100
H 1.381 -0.628 -1.228 0.081
H -1.803 2.277 0.592 0.129
C 1.066 0.194 1.750 0.003
N 1.239 -0.897 1.377 0.143
H 1.118 1.094 2.328 0.103
```

Computed properties:
LUMO = 0.241 eV
HOMO = -9.19 eV
Frontier orbital gap = 9.4292 eV
Structure (SMILES) = CC(=O)C(=O)O.C#N
DFT total energy = -435.8201 hartree
Relative energy (zero: lowest compared OMol25 entry of this formula, charge and spin) = 63.0 kcal per mole


Computed, not measured: a 2-piece molecular cluster, C4H5NO4 overall, with ωB97M-V with the def2-TZVPD basis set.

```
14
Properties=species:S:1:pos:R:3:lowdin_charge:R:1
O -1.913 0.566 -0.442 0.160
C -0.806 0.825 -0.094 -0.304
C 0.275 1.828 -0.524 -0.061
N 1.013 1.384 0.652 0.120
C 0.161 0.414 1.036 -0.431
O 0.184 -0.411 1.919 0.083
H 0.746 1.585 -1.476 0.123
H -0.022 2.878 -0.495 0.122
H 1.966 1.562 0.921 0.159
O 0.373 -1.155 -0.941 0.049
C -0.245 -2.163 -0.699 -0.374
O -0.756 -2.514 0.444 0.114
H -0.446 -2.926 -1.463 0.147
H -0.531 -1.874 1.164 0.094
```

Computed properties:
LUMO = 0.148 eV
HOMO = -9.87 eV
Frontier orbital gap = 10.0143 eV
Structure (SMILES) = O=C1CNC1=O.O=CO
DFT total energy = -511.1310 hartree
Relative energy (zero: lowest compared OMol25 entry of this formula, charge and spin) = 19.1 kcal per mole


Computed, not measured: C4H5NOS as an isolated structure, with ωB97M-V with the def2-TZVPD basis set.

```
12
Properties=species:S:1:pos:R:3:lowdin_charge:R:1
C 0.047 1.961 -0.831 -0.095
C 1.438 0.410 -1.357 -0.185
C -0.324 0.697 -0.416 -0.169
C -0.889 -1.566 1.496 -0.578
N 0.556 -0.247 -0.739 0.059
O 1.204 1.757 -1.509 0.038
S -2.162 -0.308 1.173 0.602
H -0.492 2.888 -0.751 0.118
H 2.281 -0.163 -1.740 0.145
H -0.177 -1.376 2.416 0.063
H -0.174 -1.459 0.641 -0.024
H -1.308 -2.594 1.619 0.027
```

Computed properties:
LUMO = -1.113 eV
HOMO = -8.76 eV
Frontier orbital gap = 7.6509 eV
DFT total energy = -683.4475 hartree
Relative energy (zero: lowest compared OMol25 entry of this formula, charge and spin) = 100.7 kcal per mole


Computed, not measured: one molecule with the formula C4H5NOS, with ωB97M-V with the def2-TZVPD basis set.

```
12
Properties=species:S:1:pos:R:3:lowdin_charge:R:1
C -0.488 -0.244 1.714 0.082
C -0.095 -0.081 0.472 -0.275
C 0.287 -1.273 -0.384 -0.354
S 0.617 -0.500 -2.074 0.868
N 0.265 1.071 -1.543 -0.286
C 0.040 1.284 -0.230 -0.524
O -0.165 2.342 0.354 0.050
H -0.665 -1.237 2.119 0.080
H -0.807 0.588 2.311 0.074
H 1.184 -1.736 -0.004 0.073
H -0.427 -2.090 -0.544 0.079
H 0.255 1.876 -2.191 0.134
```

Computed properties:
LUMO = 0.640 eV
HOMO = -8.41 eV
Frontier orbital gap = 9.0479 eV
Structure (SMILES) = C=C1CSNC1=O
DFT total energy = -683.5705 hartree
Relative energy (zero: lowest compared OMol25 entry of this formula, charge and spin) = 23.5 kcal per mole


Computed, not measured: one molecule with the formula C4H5NOS, with ωB97M-V with the def2-TZVPD basis set.

```
12
Properties=species:S:1:pos:R:3:lowdin_charge:R:1
C 1.066 -1.100 1.399 -0.023
C 1.141 -1.448 0.089 -0.179
C 0.703 -0.764 -1.270 -0.657
O 1.225 -1.147 -2.328 -0.040
S -0.239 0.771 -1.378 0.964
N -1.089 1.127 -0.048 -0.476
C -1.948 2.113 0.032 -0.110
H 0.198 -0.207 1.402 0.096
H 1.559 -1.680 2.249 0.081
H 1.984 -2.389 -0.259 0.171
H -2.426 2.497 -0.983 0.108
H -2.175 2.229 1.094 0.066
```

Computed properties:
LUMO = -0.151 eV
HOMO = -9.17 eV
Frontier orbital gap = 9.0212 eV
Structure (SMILES) = C=CC(=O)SN=C
DFT total energy = -683.4510 hartree
Relative energy (zero: lowest compared OMol25 entry of this formula, charge and spin) = 98.5 kcal per mole


Computed, not measured: one molecule with the formula C4H5NS, with ωB97M-V with the def2-TZVPD basis set.

```
11
Properties=species:S:1:pos:R:3:lowdin_charge:R:1
C -0.087 2.376 -0.062 0.145
C -0.527 1.284 -0.047 -0.186
C -1.172 0.009 -0.026 -0.864
S -2.828 -0.151 0.022 0.626
N -0.331 -1.046 -0.119 -0.068
C 1.100 -0.975 0.050 -0.064
H 0.270 3.378 0.106 0.052
H -0.748 -1.921 -0.382 0.122
H 1.315 -1.318 1.082 0.099
H 1.428 0.039 -0.040 0.065
H 1.579 -1.675 -0.584 0.074
```

Computed properties:
LUMO = -0.003 eV
HOMO = -8.46 eV
Frontier orbital gap = 8.4617 eV
Structure (SMILES) = C#CC(=S)NC
DFT total energy = -608.2769 hartree
Relative energy (zero: lowest compared OMol25 entry of this formula, charge and spin) = 46.3 kcal per mole


Computed, not measured: one molecule with the formula C4H5NS, with ωB97M-V with the def2-TZVPD basis set.

```
11
Properties=species:S:1:pos:R:3:lowdin_charge:R:1
C 2.172 0.612 0.000 -0.406
S 1.190 -0.907 -0.053 0.854
C -0.407 -0.221 -0.085 -0.449
C -1.522 -0.948 -0.011 -0.200
C -2.778 -0.320 -0.055 -0.251
N -3.766 0.286 -0.012 0.141
H 3.272 0.287 0.165 0.074
H 1.776 1.154 0.868 0.032
H 2.006 1.183 -0.911 0.033
H -0.513 0.847 -0.111 0.086
H -1.429 -1.973 0.202 0.086
```

Computed properties:
LUMO = 0.411 eV
HOMO = -8.86 eV
Frontier orbital gap = 9.2678 eV
Structure (SMILES) = CS/C=C/C#N
DFT total energy = -608.3173 hartree
Relative energy (zero: lowest compared OMol25 entry of this formula, charge and spin) = 20.9 kcal per mole


Computed, not measured: one molecule with the formula C4H5NS, with ωB97M-V with the def2-TZVPD basis set.

```
11
Properties=species:S:1:pos:R:3:lowdin_charge:R:1
S 2.832 0.058 -0.087 0.630
C 1.227 0.034 0.073 -0.803
C 0.027 -1.071 0.037 -0.225
C -1.225 -0.442 -0.160 -0.131
C -0.972 0.920 -0.080 -0.061
N 0.442 1.234 0.069 0.021
H 0.622 -1.746 -0.761 0.150
H 0.061 -1.763 1.003 0.154
H -2.186 -1.006 -0.028 0.122
H -1.621 1.722 -0.312 0.093
H 0.793 2.061 0.246 0.050
```

Computed properties:
LUMO = 0.416 eV
HOMO = -8.27 eV
Frontier orbital gap = 8.6896 eV
Structure (SMILES) = S=C1CC=CN1
DFT total energy = -608.2876 hartree
Relative energy (zero: lowest compared OMol25 entry of this formula, charge and spin) = 39.6 kcal per mole


Computed, not measured: one molecule with the formula C4H5NS, with ωB97M-V with the def2-TZVPD basis set.

```
11
Properties=species:S:1:pos:R:3:lowdin_charge:R:1
S -1.557 -0.721 -0.845 0.790
N -0.099 -0.317 -0.057 -0.544
C -0.019 0.152 1.191 -0.226
C 1.051 1.008 1.395 -0.080
C 1.761 0.912 0.158 -0.091
C 1.003 0.125 -0.785 -0.125
H -1.717 -1.997 -0.155 -0.062
H -0.796 -0.015 1.870 0.089
H 1.538 1.354 2.340 0.112
H 2.704 1.327 -0.105 0.074
H 1.093 -0.086 -1.782 0.063
```

Computed properties:
LUMO = 0.660 eV
HOMO = -8.33 eV
Frontier orbital gap = 8.9903 eV
Structure (SMILES) = Sn1cccc1
DFT total energy = -608.3018 hartree
Relative energy (zero: lowest compared OMol25 entry of this formula, charge and spin) = 30.6 kcal per mole


- Which value of DFT total energy does entry 6 give?
  -683.4475 hartree


- Which of these has the lowest LUMO?
  number 6


- The highest DFT total energy belongs to which entry?
  number 2


Repeat the tenth record exactly.
Computed, not measured: one molecule with the formula C4H5NS, with ωB97M-V with the def2-TZVPD basis set.

```
11
Properties=species:S:1:pos:R:3:lowdin_charge:R:1
C 2.172 0.612 0.000 -0.406
S 1.190 -0.907 -0.053 0.854
C -0.407 -0.221 -0.085 -0.449
C -1.522 -0.948 -0.011 -0.200
C -2.778 -0.320 -0.055 -0.251
N -3.766 0.286 -0.012 0.141
H 3.272 0.287 0.165 0.074
H 1.776 1.154 0.868 0.032
H 2.006 1.183 -0.911 0.033
H -0.513 0.847 -0.111 0.086
H -1.429 -1.973 0.202 0.086
```

Computed properties:
LUMO = 0.411 eV
HOMO = -8.86 eV
Frontier orbital gap = 9.2678 eV
Structure (SMILES) = CS/C=C/C#N
DFT total energy = -608.3173 hartree
Relative energy (zero: lowest compared OMol25 entry of this formula, charge and spin) = 20.9 kcal per mole